# 1
Molecular formula: C4H5N2OS3
Method: DFT, ωB97M-V/def2-TZVPD

The calculation puts the lowest unoccupied orbital energy at 0.10063 Eh. The charge is -1. The strongest force on any atom is 0.091 hartree/bohr. As for the orbital gap: 6.9 eV. As for the HOMO energy: -4.13 eV.

Each line ends with the Mulliken charge.
CARTESIAN COORDINATES (ANGSTROEM)
C 0.0257 1.4091 -1.9684  -0.269
C -2.3499 -0.8821 -0.8571  0.350
C 1.4900 -0.4420 0.2882  -1.172
C 1.2734 0.0710 1.4645  0.636
N -0.8498 0.7598 -1.5806  0.614
N -1.9332 0.1974 -1.6868  -0.697
O -1.3790 -1.4178 -0.2165  -0.728
S -3.9861 -1.2263 -0.9382  -0.449
S 2.5934 0.6193 2.4037  -0.270
S -0.3292 -0.1004 2.1018  -0.350
H 1.0513 1.3207 -2.0162  0.260
H 2.5355 -0.5661 -0.2180  0.185
H 0.7198 -0.8189 -0.3151  0.467
H 2.1333 1.8785 2.4429  0.112
H -0.9954 -0.8021 1.0958  0.311

Force components x, y, z for each atom (eV/Å):
1.101 1.792 0.824
1.804 0.466 0.560
3.643 -0.714 -2.837
-0.987 -1.030 -0.451
-1.930 -1.568 -1.076
-1.497 -0.319 -0.038
-1.748 -0.332 -0.693
0.015 -0.342 0.223
0.785 0.826 1.018
-0.794 0.977 2.064
1.708 0.094 -0.399
-1.734 0.620 1.271
-1.039 -0.648 -0.430
0.195 0.134 0.274
0.479 0.045 -0.312

---

# 2
Molecular formula: C4H6O2
Method: DFT, ωB97M-V/def2-TZVPD

The calculation puts the lowest unoccupied orbital energy at 0.02221 Eh. As for the structure (SMILES): O[C@H]1[C@@H]2C[C@]12O. The strongest force on any atom is 0.070 hartree/bohr. As for the orbital gap: 9.6 eV. As for the HOMO energy: -8.95 eV.

Each line ends with the Mulliken charge.
CARTESIAN COORDINATES (ANGSTROEM)
O 1.5165 0.9128 -1.5087  -0.498
C 0.8929 0.6658 -0.3143  -0.166
C -0.6610 0.6997 -0.2221  -0.214
C -0.8703 -0.0670 1.0583  -0.466
C 0.1399 -0.6046 -0.0366  0.210
O 0.1916 -1.7682 -0.8893  -0.516
H 1.5958 0.0362 -1.9032  0.271
H 1.5045 1.1402 0.4558  0.279
H -1.1262 0.9121 -1.1252  0.301
H -0.4109 0.1579 2.0133  0.217
H -1.7913 -0.6074 1.0907  0.257
H 0.2335 -1.3658 -1.7748  0.323

Force components x, y, z for each atom (eV/Å):
-0.373 -1.012 -1.062
-0.904 0.279 2.511
3.219 -0.912 1.300
1.478 -1.147 -2.454
-0.646 0.789 -0.313
-0.284 1.830 0.801
0.501 0.240 -0.550
-0.414 -0.095 0.362
-1.681 0.458 -0.932
-0.174 0.599 -0.025
-0.412 -0.370 0.176
-0.310 -0.659 0.185

---

# 3
Molecular formula: C12H48O12
Method: DFT, ωB97M-V/def2-TZVPD

The calculation puts the lowest unoccupied orbital energy at 0.01304 Eh. As for the structure (SMILES): CO.CO.CO.CO.CO.CO.CO.CO.CO.CO.CO.CO. The strongest force on any atom is 0.032 hartree/bohr. As for the orbital gap: 9.8 eV. As for the HOMO energy: -9.41 eV.

Each line ends with the Mulliken charge.
CARTESIAN COORDINATES (ANGSTROEM)
C -3.4584 -0.2287 -2.3212  -0.473
O -2.4625 0.4557 -3.0957  -0.480
H -3.0571 -1.0038 -1.6658  -0.010
H -3.9419 0.5436 -1.7242  0.230
H -4.1786 -0.6680 -3.0141  0.408
H -2.3556 -0.0137 -3.9281  0.234
C 3.8698 2.4710 2.3277  -0.094
O 4.8433 1.4459 2.4295  -0.517
H 3.8139 3.1261 3.2001  0.352
H 4.1542 3.1799 1.5411  0.224
H 2.9148 2.0400 2.0318  -0.238
H 5.0510 1.3215 3.3579  0.292
C -2.3577 1.9552 1.1716  0.263
O -3.3881 1.0806 1.6154  -0.586
H -2.5813 2.3807 0.2007  0.163
H -2.1596 2.7160 1.9339  0.520
H -1.4089 1.4049 1.1254  -0.516
H -3.1726 0.7443 2.4878  0.297
C 0.1582 2.5698 3.6425  0.234
O -0.0456 2.5752 5.0443  -0.565
H -0.0873 3.5437 3.2032  0.214
H 1.2076 2.3837 3.4108  -0.080
H -0.3782 1.7965 3.0960  -0.142
H 0.6803 3.0690 5.4302  0.326
C 1.9310 -0.2225 -3.5467  -0.332
O 2.1456 -1.5500 -3.9495  -0.592
H 2.3848 0.4651 -4.2618  0.341
H 0.8769 0.0708 -3.5097  0.044
H 2.3995 -0.0207 -2.5772  0.219
H 1.5657 -2.1476 -3.4397  0.504
C -1.2288 3.5631 -2.4206  -0.474
O -0.5981 2.4593 -3.0552  -0.456
H -1.3352 3.3897 -1.3428  -0.072
H -0.6060 4.4305 -2.6127  0.328
H -2.2436 3.6655 -2.8150  0.356
H -1.2005 1.6864 -2.9997  0.384
C 2.9553 -1.8279 2.4638  -0.590
O 1.9791 -0.9234 2.9377  -0.523
H 3.4749 -1.3873 1.6097  0.263
H 3.7258 -2.0077 3.2166  0.290
H 2.5680 -2.8263 2.2382  0.196
H 1.4540 -0.6613 2.1653  0.316
C 0.5408 -4.4522 -3.3194  -0.767
O 0.3629 -3.2178 -2.6458  -0.506
H 0.8777 -5.2515 -2.6521  0.294
H -0.3546 -4.7670 -3.8629  0.274
H 1.3412 -4.3531 -4.0564  0.311
H -0.1555 -3.4240 -1.8483  0.308
C 0.0900 -3.8472 0.7151  -0.758
O -0.9797 -3.7302 -0.2154  -0.668
H -0.0587 -3.2029 1.5890  0.310
H 0.1592 -4.8674 1.0997  0.427
H 1.0272 -3.5303 0.2629  0.301
H -1.8060 -3.8843 0.2774  0.349
C 1.7840 3.3256 -0.4531  -0.933
O 0.7797 2.8719 0.4476  -0.303
H 2.6756 2.6921 -0.4787  0.299
H 1.4336 3.3225 -1.4875  0.238
H 2.2280 4.2756 -0.1452  0.434
H 0.2418 3.6427 0.6486  0.191
C -3.4970 -2.2564 1.3230  -0.188
O -3.2971 -3.6810 1.3097  -0.611
H -2.5356 -1.8148 1.5641  -0.025
H -3.8340 -1.9775 0.3227  0.179
H -4.2568 -1.9264 2.0324  0.369
H -4.0907 -4.1175 0.9883  0.278
C -0.2167 -0.4485 -0.3409  0.395
O 0.4101 0.1779 0.7619  -0.062
H -0.9852 0.2101 -0.7728  -0.042
H 0.4418 -0.5940 -1.2008  -0.032
H -0.7409 -1.3428 -0.0185  -0.164
H 0.5066 1.1237 0.5540  -0.156

Force components x, y, z for each atom (eV/Å):
-0.118 0.455 -0.396
-0.091 -0.461 0.066
0.244 0.074 -0.115
-0.111 -0.203 0.106
-0.159 -0.043 0.260
0.156 0.007 0.038
0.237 0.483 -0.635
0.138 0.245 0.161
-0.268 -0.440 0.324
0.167 -0.293 -0.192
-0.199 0.073 0.348
-0.026 -0.136 -0.024
0.995 -0.587 1.154
-0.491 0.032 -0.565
-0.363 -0.008 0.026
-0.351 0.419 -0.321
-0.292 0.085 -0.357
0.178 0.110 0.059
0.924 0.420 -0.358
-0.434 -0.310 -0.191
-0.189 0.004 -0.016
0.073 -0.037 -0.022
-0.331 -0.109 0.614
0.001 -0.012 0.082
0.018 0.369 0.110
-0.071 -0.333 -0.223
0.156 -0.222 -0.127
-0.074 -0.194 0.137
-0.114 0.054 0.113
0.149 0.508 -0.011
-0.216 -1.004 -0.175
0.004 -0.220 0.194
0.201 0.176 0.045
-0.192 0.226 0.023
0.050 0.479 -0.070
0.319 0.542 0.055
0.533 0.114 0.052
-0.065 -0.290 0.039
-0.011 -0.291 -0.208
-0.172 0.311 0.247
-0.252 0.095 -0.278
-0.088 0.190 0.099
0.465 -0.321 -0.434
-0.188 -0.485 0.126
-0.250 0.054 0.142
-0.073 0.001 0.166
-0.086 0.270 0.009
-0.082 0.365 0.021
-0.160 0.057 0.642
0.251 -0.043 0.005
-0.090 0.101 -0.065
0.215 -0.059 -0.173
-0.059 -0.162 -0.271
-0.035 0.043 -0.152
1.047 -0.038 -0.653
0.402 0.259 -0.040
-0.468 -0.593 0.462
-0.229 0.350 0.109
-0.530 0.273 -0.103
-0.197 -0.175 0.103
-0.299 -0.459 -0.585
0.072 0.019 0.366
-0.035 0.137 -0.081
0.219 0.470 0.087
0.087 -0.196 0.178
-0.056 0.061 0.049
-0.726 0.817 -0.735
0.174 -0.175 0.052
-0.103 0.028 0.265
0.304 -0.541 0.347
0.383 -0.226 -0.057
0.185 -0.113 0.149

---

# 4
Molecular formula: C4H3N3
Method: DFT, ωB97M-V/def2-TZVPD

The calculation puts the lowest unoccupied orbital energy at -0.01560 Eh. The strongest force on any atom is 0.011 hartree/bohr. As for the orbital gap: 9.6 eV. As for the HOMO energy: -10.02 eV.

Each line ends with the Mulliken charge.
CARTESIAN COORDINATES (ANGSTROEM)
C 1.9345 -0.0985 -0.1718  -0.303
C 1.5339 -0.4102 1.0159  -0.511
C 0.2000 -0.1728 0.5552  0.613
C -0.1692 0.9621 -0.2712  -0.452
N -1.4256 0.6759 -0.8311  -0.171
N -1.7955 -0.4706 -0.4545  -0.396
N -0.8412 -1.0073 0.3802  0.155
H 1.0575 0.7088 -0.9148  0.399
H 0.0395 1.9920 0.0016  0.425
H -0.9512 -1.9576 0.7031  0.242

Force components x, y, z for each atom (eV/Å):
0.176 -0.191 0.363
0.074 0.108 -0.451
-0.529 0.084 -0.223
-0.077 0.055 0.251
-0.059 -0.259 0.122
0.174 0.242 -0.086
0.130 -0.079 0.145
0.015 0.051 0.002
0.047 -0.146 -0.089
0.048 0.134 -0.034

---

# 5
Molecular formula: C15H31CuNO2P2
Method: DFT, ωB97M-V/def2-TZVPD

The calculation puts the lowest unoccupied orbital energy (alpha / beta) at -0.00040 / 0.00629 Eh. The strongest force on any atom is 0.083 hartree/bohr. Its spin multiplicity is 2. The expectation value of S² is 0.76. As for the orbital gap (alpha / beta): 4.6 / 7.1 eV. As for the HOMO energy (alpha / beta): -4.66 / -6.98 eV.

Each line ends with the Mulliken charge.
CARTESIAN COORDINATES (ANGSTROEM)
P -1.5941 0.5664 1.3634  1.353
P 0.0865 -2.3029 1.2821  0.970
C -1.5613 -0.4400 -0.2451  0.381
C -1.2412 -1.9750 -0.0855  -1.646
H -0.9026 0.0178 -0.9993  -1.236
H -2.4958 -0.3274 -0.8321  0.895
H -2.1533 -2.5456 0.1659  0.476
H -0.8550 -2.4008 -1.0234  0.613
C 1.7917 -2.6492 0.6848  -1.382
H 2.0661 -3.5925 1.1617  0.540
H 2.5122 -1.8861 1.0209  0.306
H 1.8632 -2.7864 -0.4020  0.308
C -0.2864 -3.9255 1.8970  -1.396
H -0.0203 -4.6681 1.1458  0.436
H -1.3309 -4.0770 2.1656  0.393
H 0.3440 -4.0799 2.7825  0.375
C -1.3201 2.4230 1.4069  -1.433
H -2.0729 2.8600 2.0957  0.460
H -1.4120 2.9018 0.4092  0.248
H -0.3084 2.5812 1.8304  0.375
C -3.4104 0.4266 1.6893  -1.503
H -3.6983 -0.6111 1.9061  0.367
H -3.9836 0.7752 0.8086  0.393
H -3.6454 1.0742 2.5540  0.446
Cu 0.8492 0.5566 0.3868  0.313
C 0.8302 -0.5170 -2.0037  -0.751
C 1.7638 0.0420 -1.1421  0.362
C 2.5712 1.2514 -1.6422  -0.985
C 1.6404 2.3733 -2.0781  -1.108
C 0.4083 2.3705 -1.1633  -0.428
C -0.8093 2.0237 -1.7528  -0.385
C -0.9372 1.1318 -2.9754  -1.086
C 0.2714 0.1771 -3.2032  -1.250
C -0.1592 -0.1780 2.7504  -1.948
H 0.7209 -1.6074 -1.9698  0.611
H 2.3134 -0.5460 -0.3668  0.583
H 3.1899 1.0598 -2.5226  0.444
H 3.1921 1.6498 -0.8429  0.452
H 2.0833 3.3823 -2.1362  0.498
H 1.3812 2.3058 -3.1432  0.298
H 0.4785 2.9110 -0.1965  0.863
H -1.7682 2.5300 -1.4489  0.475
H -1.0339 1.6836 -3.9155  0.429
H -1.8366 0.5327 -2.8803  0.343
H 0.0131 -0.6352 -3.8805  0.485
H 1.0082 0.6814 -3.8325  0.485
H 0.8301 -0.7009 2.8033  0.347
H -0.8292 -0.8096 3.3410  0.468
H -0.0484 0.7765 3.2851  0.545
O 2.7731 0.2320 3.5092  -0.462
N 2.2510 1.0575 2.7403  0.057
O 2.4811 0.9067 1.4980  -0.396

Force components x, y, z for each atom (eV/Å):
1.166 -1.057 0.008
-0.921 0.443 -0.865
-0.220 -0.590 -0.364
0.839 -0.095 0.258
-0.056 -0.397 0.962
-0.257 -0.088 0.922
0.417 0.273 0.138
-0.409 0.256 0.004
0.091 -0.236 -0.576
0.117 0.026 -0.105
-0.368 -0.196 -0.077
0.137 -0.011 0.186
-0.199 -1.485 -0.131
-0.044 -0.482 0.080
-0.012 0.160 0.103
-0.222 -0.057 -0.168
-0.295 -0.535 0.325
0.318 -0.216 -0.368
0.017 -0.367 0.912
-0.442 -0.018 -0.269
-0.737 0.732 0.009
0.224 0.275 -0.049
0.066 -0.094 0.395
-0.065 -0.400 -0.332
-0.995 0.631 2.017
2.471 0.047 1.025
2.050 -1.106 -3.562
-0.160 0.949 0.108
-0.521 0.400 0.131
-2.002 0.877 -2.124
1.024 1.708 0.458
0.838 0.098 -0.088
-0.104 -0.642 -0.818
-0.513 1.752 1.157
-0.572 0.560 0.399
-0.353 -0.026 -1.040
0.262 -0.717 0.297
0.205 -0.302 0.096
0.192 -0.292 0.942
-0.376 -0.331 0.582
-0.132 -0.117 -0.995
0.918 -1.182 0.239
-0.178 0.232 0.145
-0.290 0.007 0.051
-0.772 -0.054 -0.060
0.270 0.035 0.590
-1.104 1.036 -0.611
-0.035 0.063 -0.181
-0.159 0.063 0.086
-0.410 1.060 -1.522
0.722 -0.120 1.965
0.577 -0.470 -0.288

---

# 6
Molecular formula: C7H8BrClSi
Method: DFT, ωB97M-V/def2-TZVPD

The calculation puts the lowest unoccupied orbital energy (alpha / beta) at 0.01756 / -0.05503 Eh. The strongest force on any atom is 0.090 hartree/bohr. Its spin multiplicity is 3. The expectation value of S² is 2.01. As for the orbital gap (alpha / beta): 8.5 / 7.8 eV. As for the HOMO energy (alpha / beta): -7.99 / -9.34 eV.

Each line ends with the Mulliken charge.
CARTESIAN COORDINATES (ANGSTROEM)
C -1.1286 1.4662 2.6187  -0.400
C -0.9040 1.9570 1.3060  -0.614
C -0.9104 0.1801 3.0028  -0.391
C -0.5963 1.0795 0.3122  -0.188
C -0.4457 -0.7302 1.9962  -0.454
C -0.3011 -0.2133 0.7309  0.057
C 0.7054 -1.4956 -3.6059  -0.674
Si 1.7563 -2.3275 -2.1729  0.336
Cl 1.5660 -4.4226 -2.4309  -0.237
Br -1.2098 -2.1476 -3.4974  -0.126
H -1.5091 1.9965 3.3928  0.410
H -1.1115 2.8977 1.0847  0.479
H -1.0931 -0.3796 3.9200  0.319
H -0.5956 1.4285 -0.7091  0.365
H -0.2650 -1.7367 2.2571  0.419
H 0.8222 -1.6505 -4.7335  0.372
H 0.7907 -0.4459 -3.4622  0.347
H 3.2080 -1.7208 -1.9547  -0.021

Force components x, y, z for each atom (eV/Å):
0.821 -0.694 -1.198
-0.251 -3.869 2.564
0.897 -2.831 -2.061
0.720 -1.009 -0.077
-0.219 1.944 -0.527
-0.358 -0.247 0.134
-0.116 -1.644 -1.333
-0.219 -0.090 -0.617
0.478 0.999 0.081
0.943 0.599 0.365
-1.059 2.584 1.801
-0.879 4.190 -0.833
-0.207 1.192 0.359
0.253 -0.234 -0.196
0.258 -1.009 0.030
0.649 -0.138 1.770
-0.521 1.023 0.317
-1.191 -0.767 -0.580

---

Q: strongest force on any atom of number 6 (C7H8BrClSi)?
A: 0.090 hartree/bohr

---

Q: Which value of strongest force on any atom does entry 5 give?
A: 0.083 hartree/bohr

---

Q: strongest force on any atom of number 2 (C4H6O2)?
A: 0.070 hartree/bohr